Molecular formula: C46H83N2O13S5
Method: DFT, ωB97M-V/def2-TZVPD

Last column: Mulliken charge in e.
Cartesian coordinates (Å):
C (-6.02256, -3.41144, 1.83583)  -0.0989
C (-5.14132, -3.71436, 1.07995)  -1.1376
C (-3.97972, -3.92263, 0.16086)  0.0601
C (-2.91709, -2.81019, 0.45949)  -0.4161
C (-1.57425, -3.27349, 1.16160)  -1.7180
C (-0.42822, -2.86788, 0.14148)  2.0565
C (0.73874, -3.86528, 0.41295)  0.2939
C (1.81561, -3.23764, 1.32556)  -0.3856
O (2.03189, -3.67391, 2.42472)  -0.6118
C (2.65811, -2.07540, 0.83580)  0.3939
C (3.59397, -1.41408, 1.65174)  -0.8844
C (4.35812, -0.37896, 1.09231)  -0.4058
C (4.20328, 0.04835, -0.24106)  -0.4430
C (3.26456, -0.59921, -1.06673)  -0.8284
C (2.53243, -1.65778, -0.50620)  0.6934
C (-1.25689, -3.01015, -1.14578)  -1.2279
C (-0.64129, -2.91328, -2.56341)  -0.6564
C (-0.64962, -4.29402, -3.28110)  -1.4553
C (0.42210, -5.27735, -2.78113)  0.1927
S (2.12342, -4.64775, -3.11149)  -0.2508
N (-2.44722, -2.16273, -0.82142)  0.8116
C (-2.23231, -0.72442, -0.44656)  -1.3510
C (-1.16541, 0.04397, -1.26075)  0.4910
C (-0.60465, 1.16471, -0.32176)  -1.1790
C (-0.24010, 2.46367, -1.06106)  -0.9020
C (-0.08949, 3.60511, 0.00607)  -0.4775
C (1.28221, 4.32101, -0.03896)  -0.9336
C (2.50128, 3.39447, 0.12532)  -0.8517
C (2.50858, 2.59600, 1.45444)  1.0974
C (3.70830, 2.90388, 2.37196)  -1.2408
C (3.95795, 4.41260, 2.64356)  -0.5272
C (3.26669, 4.99984, 3.91918)  -0.6215
C (2.07067, 4.18016, 4.44796)  -0.2770
N (1.29569, 4.89636, 5.46363)  0.2859
C (1.34885, 4.61662, 6.79144)  -0.2391
C (0.42473, 5.50695, 7.37189)  -0.6465
C (-0.14379, 6.29708, 6.32543)  -0.6258
C (0.42932, 5.87596, 5.11049)  -0.5314
H (-6.91464, -3.06250, 2.31411)  0.4446
H (-4.39661, -3.78264, -0.84751)  0.2936
H (-3.58011, -4.93533, 0.27062)  0.4998
H (-3.46697, -2.14923, 1.13456)  0.4417
H (-1.68724, -4.36411, 1.12840)  0.3437
H (-1.48681, -2.89006, 2.17805)  0.2727
H (0.02301, -1.88948, 0.34965)  -0.3710
H (0.38160, -4.73315, 0.97652)  0.6424
H (1.26501, -4.18769, -0.49255)  -0.8829
H (3.72825, -1.69770, 2.69034)  0.5214
H (5.09869, 0.15848, 1.68023)  0.5292
H (4.78411, 0.86119, -0.66624)  0.3654
H (3.07582, -0.33448, -2.10229)  0.4957
H (1.82875, -2.18648, -1.14634)  0.1653
H (-1.57824, -4.06427, -1.08687)  0.6264
H (-1.32426, -2.28301, -3.16339)  0.4167
H (0.33321, -2.42125, -2.60568)  0.2809
H (-0.48185, -4.10046, -4.34622)  0.6153
H (-1.62934, -4.75846, -3.10819)  0.3206
H (0.33399, -6.20724, -3.35101)  -0.1030
H (0.28888, -5.56900, -1.73227)  0.2859
H (2.80443, -4.84548, -1.95081)  0.1633
H (-3.06230, -2.27138, -1.62722)  0.6584
H (-1.98769, -0.60071, 0.61107)  0.5664
H (-3.18899, -0.20121, -0.57749)  0.4092
H (-0.30137, -0.55893, -1.55751)  -0.2154
H (-1.61055, 0.52481, -2.14038)  0.7154
H (0.24958, 0.78375, 0.25724)  0.2316
H (-1.39164, 1.42955, 0.40337)  0.4036
H (0.65023, 2.38104, -1.69207)  0.3878
H (-1.07375, 2.78373, -1.70382)  0.3913
H (-0.89003, 4.35782, -0.10153)  0.2767
H (-0.24003, 3.16563, 1.00280)  0.3678
H (1.27457, 5.06495, 0.77811)  0.3085
H (1.35299, 4.89557, -0.97376)  0.5763
H (2.50410, 2.69332, -0.72357)  0.4056
H (3.41193, 3.99689, 0.00100)  0.7089
H (1.53839, 2.72143, 1.95086)  0.5151
H (2.57300, 1.53112, 1.17921)  -1.4695
H (3.66901, 2.34234, 3.31427)  0.5090
H (4.60358, 2.52698, 1.85143)  0.3368
H (3.74696, 5.03324, 1.76433)  0.2370
H (5.04076, 4.51612, 2.80785)  0.4696
H (4.01994, 5.07704, 4.71578)  0.2381
H (2.96104, 6.02679, 3.67967)  0.2168
H (1.38802, 3.99764, 3.60886)  -0.0197
H (2.44125, 3.25125, 4.88789)  0.2361
H (1.98214, 3.86156, 7.22994)  0.3449
H (0.17599, 5.56548, 8.42403)  0.3960
H (-0.90527, 7.05565, 6.45854)  0.4257
H (0.21643, 6.24492, 4.11746)  0.5836
O (4.53208, 6.05287, -2.27852)  -0.6602
S (3.87029, 7.27036, -2.64575)  1.3024
O (2.49335, 7.27682, -3.04047)  -0.5988
O (4.73473, 8.01441, -3.76141)  -0.2906
C (5.08995, 7.28201, -4.94906)  -0.3371
C (3.92944, 7.16627, -5.91854)  -0.9738
C (4.09484, 8.45883, -1.36370)  -0.9853
H (5.48417, 6.29963, -4.68202)  0.3065
H (5.90100, 7.83942, -5.41458)  0.2857
H (3.13574, 6.54042, -5.51078)  0.2762
H (4.26247, 6.72309, -6.85739)  0.3896
H (3.49856, 8.14696, -6.12085)  0.2633
H (5.14568, 8.48462, -1.08829)  0.3404
H (3.48862, 8.14378, -0.51653)  0.3358
H (3.76087, 9.42907, -1.72255)  0.3530
O (-0.00591, -8.47062, -3.89687)  -0.7170
S (-0.83546, -8.64336, -5.05610)  1.2775
O (-2.24445, -8.39686, -4.99824)  -0.6415
O (-0.58135, -10.09294, -5.66396)  -0.2488
C (-0.72861, -11.23457, -4.79505)  -0.3241
C (-2.18383, -11.58622, -4.55418)  -0.9816
C (-0.15250, -7.72464, -6.39723)  -0.9289
H (-0.20011, -11.06329, -3.85545)  0.3026
H (-0.23090, -12.06122, -5.29886)  0.2859
H (-2.68683, -10.81159, -3.97567)  0.2854
H (-2.26075, -12.52403, -4.00386)  0.3921
H (-2.71725, -11.68354, -5.49980)  0.2694
H (0.91098, -7.93847, -6.46507)  0.3210
H (-0.31389, -6.66904, -6.18705)  0.2961
H (-0.66706, -8.00625, -7.31225)  0.3890
O (-3.28199, 6.40008, -0.38249)  -0.6879
S (-2.26173, 7.40310, -0.28069)  1.2394
O (-1.63651, 7.70773, 0.97126)  -0.6266
O (-2.79937, 8.75753, -0.93168)  -0.2559
C (-4.04899, 9.29165, -0.45479)  -0.3209
C (-3.90007, 9.98725, 0.88454)  -1.0009
C (-1.00552, 7.06177, -1.46448)  -0.3254
H (-4.80339, 8.50377, -0.41127)  0.3275
H (-4.37510, 10.00960, -1.20564)  0.2846
H (-3.65658, 9.27610, 1.67353)  0.3008
H (-4.82860, 10.49008, 1.15598)  0.3922
H (-3.09489, 10.72132, 0.84874)  0.2631
H (-1.47199, 6.86691, -2.42657)  0.4153
H (-0.46165, 6.18469, -1.12454)  -0.3876
H (-0.33436, 7.91488, -1.52335)  0.3543
O (-4.77699, -8.32595, 2.76848)  -0.6443
S (-4.43420, -8.33617, 4.15988)  1.2567
O (-5.27260, -7.70351, 5.13029)  -0.6109
O (-2.94285, -7.77067, 4.31891)  -0.2987
C (-2.65427, -6.49362, 3.73945)  -0.2418
C (-3.18937, -5.34784, 4.57761)  -0.9512
C (-4.10409, -9.98852, 4.67453)  -0.9488
H (-3.03886, -6.44992, 2.71633)  0.2682
H (-1.56791, -6.42552, 3.67959)  0.2619
H (-4.27896, -5.33999, 4.58449)  0.2735
H (-2.84633, -4.39104, 4.17865)  0.2942
H (-2.85853, -5.43988, 5.61186)  0.3311
H (-3.43390, -10.45388, 3.95680)  0.3141
H (-5.05499, -10.51610, 4.70260)  0.3818
H (-3.65982, -9.96452, 5.66629)  0.3261

Calculated values
Total charge: +1
HOMO-LUMO gap, eV: 6.893
Calculated total energy, eV: -132811.66852
HOMO, eV: -9.238
2S+1: 1

***

Molecular formula: C4H8N3O
Method: DFT, ωB97M-V/def2-TZVPD

Last column: Mulliken charge in e.
Cartesian coordinates (Å):
C (-0.76079, 0.23253, -0.10413)  -0.6500
C (-0.01812, 1.16814, 0.51542)  -0.0097
C (-0.00607, -1.04107, 0.25082)  1.1180
C (0.42505, -1.62830, -1.13706)  -1.3149
N (1.00548, 0.60999, 1.25988)  -0.2627
N (1.10144, -0.63194, 1.08086)  -0.2823
N (-0.15532, 2.69341, 0.43347)  -0.1687
O (-0.70648, -2.10456, 0.88129)  -0.5044
H (-1.50656, 0.17220, -0.98423)  0.3708
H (0.49223, -0.83891, -1.80342)  0.4097
H (-0.51447, -2.24205, -1.40410)  0.3831
H (1.19496, -2.41405, -1.25924)  0.3522
H (0.12093, 2.96348, -0.60186)  0.4467
H (0.44375, 2.89812, 1.18374)  0.3422
H (-1.15058, 2.88892, 0.67579)  0.4076
H (0.03456, -2.72589, 1.01279)  0.3624

Calculated values
ΔE to the lowest compared entry with this formula, charge and spin, kcal per mole: 121.5
Total charge: +1
HOMO-LUMO gap, eV: 9.282
Calculated total energy, eV: -10785.03194
HOMO, eV: -14.296
2S+1: 1
Structure (SMILES): C[C@]1(O)C=C([NH3+])N=N1

***

Molecular formula: C17H29N5O7
Method: DFT, ωB97M-V/def2-TZVPD

Last column: Mulliken charge in e.
Cartesian coordinates (Å):
C (-3.31939, 7.19720, 0.54400)  -0.7539
O (-2.46651, 6.16903, 0.09849)  -0.3235
C (-2.93470, 5.57189, -1.08570)  -0.7104
C (-2.01978, 4.44443, -1.47744)  0.2610
O (-2.15092, 3.38759, -0.51920)  -0.5703
C (-1.29622, 2.25265, -0.73683)  -0.6842
C (-0.98576, 2.03960, -2.21855)  0.4548
O (0.07130, 2.36712, -2.72656)  -0.6536
N (-2.03926, 1.50800, -2.87491)  0.2180
C (-2.08850, 1.28191, -4.29633)  -2.0256
C (-2.68870, 2.44704, -5.10682)  1.7268
O (-1.84456, 3.57837, -5.14411)  -0.4789
C (-0.57177, 3.39231, -5.74370)  -0.7720
C (-3.13253, 1.91338, -6.47785)  -1.0403
C (-4.49027, 1.26460, -6.19160)  -0.8859
N (-4.99143, 2.01437, -5.03711)  0.2579
C (-6.22716, 1.77090, -4.54102)  0.3657
O (-6.92467, 0.87257, -4.98636)  -0.7194
C (-6.72107, 2.72303, -3.45724)  0.3638
C (-7.88771, 2.16000, -2.64020)  -0.9030
C (-7.51005, 1.94889, -1.17636)  -0.9625
N (-6.31694, 1.11513, -1.06805)  0.2491
C (-5.02526, 1.51956, -0.88018)  0.4063
O (-4.76216, 2.76314, -0.50488)  -0.5334
N (-4.18232, 0.56598, -1.13079)  -0.0518
N (-4.93449, -0.55156, -1.52323)  -1.1025
C (-6.16703, -0.18117, -1.47755)  0.5990
O (-7.25225, -0.90494, -1.76448)  -0.4926
C (-4.00810, 2.94994, -4.52140)  -0.2533
H (-2.89006, 7.60654, 1.45535)  0.2502
H (-3.40457, 7.99640, -0.20227)  0.3069
H (-4.32333, 6.81379, 0.76145)  0.2890
H (-3.96126, 5.20281, -0.95025)  0.2521
H (-2.95142, 6.30256, -1.90700)  0.4738
H (-2.27408, 4.09744, -2.48196)  -0.2596
H (-0.98392, 4.79412, -1.48975)  0.5440
H (-0.34954, 2.42085, -0.22141)  0.3364
H (-1.81117, 1.39088, -0.31421)  0.4739
H (-2.77864, 1.10938, -2.29457)  0.2649
H (-1.08565, 1.07045, -4.67018)  0.4512
H (-2.69557, 0.39150, -4.46787)  0.6337
H (-0.15312, 4.38647, -5.88319)  0.3150
H (0.09433, 2.81934, -5.09739)  0.2614
H (-0.65898, 2.91092, -6.72282)  0.3207
H (-3.24181, 2.75638, -7.16279)  0.4506
H (-2.42612, 1.20548, -6.91224)  0.4346
H (-5.18350, 1.35069, -7.02813)  0.3830
H (-4.41265, 0.20300, -5.94781)  0.3825
H (-5.89564, 3.00790, -2.80564)  -0.5599
H (-7.00915, 3.64567, -3.96903)  0.7236
H (-8.75956, 2.81259, -2.68793)  0.3399
H (-8.18559, 1.20530, -3.07472)  0.4305
H (-7.26882, 2.88799, -0.67989)  0.4012
H (-8.32016, 1.47065, -0.62713)  0.3819
H (-3.77757, 2.91386, -0.44686)  0.5877
H (-6.95081, -1.75293, -2.11633)  0.3857
H (-3.98247, 2.95702, -3.43257)  -0.4030
H (-4.17159, 3.97122, -4.87868)  0.1627

Calculated values
ΔE to the lowest compared entry with this formula, charge and spin, kcal per mole: 8.1
Total charge: 0
HOMO-LUMO gap, eV: 9.570
Calculated total energy, eV: -39882.77940
HOMO, eV: -8.954
2S+1: 1
Structure (SMILES): COCCOCC(=O)NC[C@@]1(OC)CCN(C(=O)CCCn2c(O)nnc2O)C1

***

Molecular formula: C3H5IOS
Method: DFT, ωB97M-V/def2-TZVPD

Last column: Mulliken charge in e.
Cartesian coordinates (Å):
C (0.13131, 0.69418, 0.19298)  -0.3629
C (0.50960, -0.64400, -0.46806)  -0.4930
C (-1.32450, -0.71501, 1.20662)  -0.2659
O (-0.68599, 0.42308, 1.33101)  -0.2434
S (-0.89572, -1.84965, 0.06207)  0.0912
I (-3.68610, 0.34276, -0.48628)  -0.5612
H (1.08385, 1.32035, 0.34693)  0.2926
H (-0.49574, 1.16835, -0.52065)  0.2704
H (0.50296, -0.83322, -1.56061)  0.3852
H (1.38916, -1.18200, -0.00094)  0.3153
H (-2.31263, -0.88263, 1.65218)  0.5716

Calculated values
ΔE to the lowest compared entry with this formula, charge and spin, kcal per mole: 40.3
Total charge: 0
HOMO-LUMO gap (spin up / spin down), eV: 6.345 / 6.346
Calculated total energy, eV: -24173.32106
HOMO (spin up / spin down), eV: -7.551 / -7.552
2S+1: 1